1.
{"formula": "C27H38BeBr3Cl4F15KN4O8P", "method": "ωB97M-V with the def2-TZVPD basis set", "lumo_ev": -5.202, "multiplicity": 1, "species": ["C", "C", "Br", "C", "Br", "O", "C", "O", "C", "C", "O", "C", "N", "C", "N", "C", "C", "C", "O", "C", "O", "H", "H", "H", "H", "H", "H", "H", "H", "H", "H", "H", "Br", "K", "C", "O", "N", "N", "H", "H", "H", "H", "C", "C", "C", "C", "C", "C", "H", "H", "H", "H", "H", "H", "H", "H", "H", "H", "H", "H", "H", "H", "C", "Cl", "Cl", "Cl", "Cl", "F", "P", "F", "F", "F", "F", "F", "C", "C", "O", "H", "H", "H", "H", "H", "Be", "C", "C", "C", "F", "F", "F", "F", "O", "C", "C", "F", "F", "F", "F", "H", "H", "H", "H", "F"], "coordinates": [[0.03867, 2.57670, -0.36554], [-0.02499, 3.55038, -1.68306], [1.85492, 4.30013, -1.94069], [-0.38672, 2.78533, -3.08744], [0.47085, 3.73757, -4.66201], [-1.81360, 2.48930, -3.28877], [-2.64671, 3.70289, -3.26761], [-2.76263, 4.59666, -4.25621], [-3.46657, 3.98921, -1.83811], [-3.70911, 5.52700, -1.32399], [-3.30613, 6.75896, -2.02144], [-1.84599, 6.94890, -2.02350], [-0.56773, 6.97509, -2.30788], [-4.48668, 5.71518, 0.12463], [-4.98078, 4.55096, 0.95480], [-4.81680, 3.08613, 0.49857], [-5.46152, 1.95505, 1.50824], [-4.56124, 0.59532, 1.67769], [-3.23124, 0.58008, 1.95124], [-4.03924, 2.70927, -0.93351], [-3.87246, 1.28956, -1.39007], [1.00126, 2.91029, 0.25672], [0.05142, 1.42493, -0.61133], [-0.88208, 2.85285, 0.33195], [-0.69338, 4.47767, -1.43239], [0.16593, 1.72823, -3.04062], [-4.65502, 6.81251, 0.55692], [-5.45534, 4.73842, 1.87784], [-6.57978, 1.73145, 1.17976], [-5.51391, 2.46694, 2.58476], [-5.06256, -0.47547, 1.54620], [-3.07633, 0.89891, -0.92212], [-7.67978, 3.12966, 1.36299], [-2.17978, 1.57511, 3.78117], [-0.22509, 7.31564, 1.41004], [-0.56823, 6.16163, 1.20741], [0.82207, 7.88353, 0.78517], [-0.86352, 8.12286, 2.27633], [1.11987, 8.83218, 0.93882], [1.33038, 7.31020, 0.12452], [-1.65774, 7.73437, 2.76806], [-0.59597, 9.07577, 2.45665], [-3.22864, -4.59474, -5.47941], [-2.12641, -3.54593, -5.45590], [-1.91121, -2.93034, -4.07036], [-3.11375, -2.16753, -3.50407], [-3.62464, -1.01900, -4.37557], [-2.59601, 0.08352, -4.57570], [-4.19823, -4.17004, -5.20982], [-3.32019, -5.02296, -6.48255], [-3.00249, -5.41022, -4.78302], [-2.34489, -2.76740, -6.19381], [-1.18929, -4.01958, -5.77627], [-1.04207, -2.26364, -4.11492], [-1.64226, -3.72667, -3.36597], [-2.83708, -1.77009, -2.51919], [-3.93864, -2.86574, -3.32432], [-4.51110, -0.58487, -3.89751], [-3.95623, -1.39321, -5.35107], [-2.28919, 0.50850, -3.61423], [-3.01933, 0.89075, -5.18301], [-1.70391, -0.28322, -5.09149], [1.72023, 0.21193, 7.02355], [1.40384, -1.45609, 6.48290], [1.45577, 0.32655, 8.78172], [3.40596, 0.64867, 6.64674], [0.61530, 1.32843, 6.18271], [5.50858, -3.73104, 6.34323], [4.72044, -2.93558, 5.25930], [5.61400, -3.94675, 4.48025], [4.83127, -1.68286, 6.17949], [5.32239, -1.80642, 4.37054], [3.41212, -3.30788, 6.02034], [3.63276, -3.14052, 4.16228], [1.11859, -5.17576, 3.27967], [0.49203, -6.55621, 3.54447], [-0.34212, -6.41258, 4.56138], [1.67931, -4.80646, 4.14766], [1.82156, -5.24219, 2.44105], [0.36238, -4.42633, 3.01371], [1.34544, -7.24273, 3.65926], [0.08459, -6.87872, 2.57354], [0.52022, 8.52079, -3.05107], [4.77798, -2.46447, -0.01758], [5.94153, -2.39683, -1.01814], [5.95640, -3.50389, -2.07082], [6.04229, -4.73685, -1.52964], [7.04000, -3.36945, -2.88689], [7.11507, -2.34190, -0.33307], [5.84117, -1.19445, -1.67106], [5.04818, -3.10559, 1.23350], [4.96543, -4.53014, 1.21865], [6.32183, -5.21141, 1.44309], [7.25108, -4.79603, 0.54328], [6.22215, -6.55976, 1.30025], [4.35447, -4.92364, 0.07517], [4.11514, -4.86401, 2.22770], [4.54545, -1.42877, 0.25722], [3.85406, -2.83761, -0.47567], [5.06536, -3.46083, -2.69906], [6.70642, -4.99891, 2.44289], [0.52022, -3.63860, 6.46140]], "forces_ev_per_a": [[0.0, 0.8, 0.6], [-0.1, -0.1, 0.4], [-1.2, -0.3, 0.9], [1.5, -1.0, 0.8], [-1.4, -0.9, 0.5], [-0.5, 4.2, 0.8], [-0.3, 4.2, -3.6], [0.8, -6.3, 6.8], [-1.2, -0.1, 2.1], [-1.6, -3.2, 3.2], [3.4, -1.5, 1.3], [5.9, -1.9, -2.3], [-10.7, 0.2, 2.6], [1.0, -2.2, -1.6], [3.1, -0.6, -4.9], [1.0, 0.6, -1.2], [3.9, -0.6, 0.3], [5.3, 0.0, 0.3], [-7.6, -0.1, -2.1], [0.0, 3.0, 1.0], [0.2, 3.9, 2.1], [-2.2, -1.1, -1.4], [0.1, 2.4, 0.4], [1.7, -0.8, -1.5], [1.3, -1.7, -0.8], [-1.5, 2.3, -0.3], [0.3, -2.8, -1.0], [0.2, -0.4, -1.5], [1.9, 0.0, 0.3], [0.0, -1.4, -2.3], [0.8, 2.4, 0.4], [-1.0, 0.8, -0.6], [-3.9, 2.4, 0.0], [0.9, 0.2, 1.0], [0.4, 0.0, -0.3], [-0.4, -0.7, -0.1], [0.8, 0.0, -0.7], [-1.1, 0.4, 1.0], [0.0, -0.2, 0.0], [-0.1, 0.2, 0.2], [0.4, 0.2, -0.1], [0.0, -0.2, 0.0], [0.0, -0.1, -0.1], [0.1, -0.1, 0.1], [0.1, 0.1, 0.0], [-0.1, -0.1, -0.1], [0.0, 0.0, 0.0], [-0.1, -0.1, -0.1], [0.0, -0.1, 0.0], [0.0, 0.0, 0.2], [-0.1, 0.1, -0.1], [0.0, 0.0, 0.1], [-0.1, 0.1, 0.0], [-0.1, 0.0, 0.0], [0.0, 0.0, -0.1], [0.0, 0.0, 0.0], [0.1, 0.0, 0.0], [0.0, -0.1, -0.1], [0.0, 0.0, 0.1], [-0.1, -0.3, -0.3], [0.1, 0.0, 0.1], [0.0, 0.0, 0.0], [0.9, -1.0, 0.2], [-0.1, 0.8, 0.3], [-0.1, 0.1, -0.4], [-0.9, 0.2, 0.1], [-0.3, 0.5, -0.2], [1.5, -0.4, 5.4], [0.2, 0.0, 0.8], [1.4, -2.7, -5.3], [-1.2, 2.3, 5.0], [2.5, 1.4, -5.1], [-2.2, -1.7, 4.8], [-1.7, 0.6, -5.8], [1.0, 3.3, -0.4], [-0.1, -2.5, 0.7], [0.9, 0.3, -1.0], [-0.3, -0.3, 0.1], [-0.2, -0.6, 0.1], [0.0, -0.4, 0.2], [0.1, 0.2, 1.0], [-1.0, 0.7, -0.1], [0.2, 0.2, -0.2], [-0.6, 0.5, 0.8], [0.5, 0.3, 1.0], [0.6, -0.3, -0.8], [0.1, 0.4, -0.5], [-0.2, 0.3, 0.2], [-0.4, -0.2, -0.5], [-0.3, -0.4, -0.3], [0.3, -1.6, -1.1], [-1.3, 1.8, 0.4], [1.0, -0.2, 0.4], [-0.3, 0.0, 0.4], [-0.5, 0.2, -0.1], [-0.1, -0.5, 0.5], [0.8, -0.2, -0.6], [0.3, -0.2, 0.0], [0.4, -0.1, -0.1], [-0.1, 0.1, 0.1], [-0.4, 0.2, 0.1], [-0.4, -0.6, -0.6]]}

2.
{"formula": "C27H38Br45FIN2O", "method": "ωB97M-V with the def2-TZVPD basis set", "lumo_ev": -3.080, "multiplicity": 1, "total_charge": 1, "species": ["C", "C", "N", "C", "C", "C", "N", "C", "C", "C", "F", "C", "C", "C", "C", "I", "O", "H", "H", "H", "H", "H", "H", "H", "H", "H", "H", "H", "H", "H", "H", "H", "H", "H", "H", "H", "H", "H", "H", "H", "C", "Br", "Br", "Br", "H", "C", "Br", "Br", "Br", "H", "C", "Br", "Br", "Br", "H", "C", "Br", "Br", "Br", "H", "C", "Br", "Br", "Br", "H", "C", "Br", "Br", "Br", "H", "C", "Br", "Br", "Br", "H", "C", "Br", "Br", "Br", "H", "C", "Br", "Br", "Br", "H", "C", "Br", "Br", "Br", "H", "C", "Br", "Br", "Br", "H", "C", "Br", "Br", "Br", "H", "C", "Br", "Br", "Br", "H", "C", "Br", "Br", "Br", "H", "C", "Br", "Br", "Br", "H"], "coordinates": [[1.33010, 0.19177, -3.77677], [1.33809, -1.35530, -3.88499], [1.69537, -1.91127, -4.99524], [0.89885, -2.31458, -2.76037], [1.08212, -1.76816, -1.30470], [-0.12338, -2.34945, -0.46898], [0.21423, -2.28109, 0.99187], [1.24291, -1.24633, 1.29261], [1.57319, -1.26315, 2.84045], [0.58645, -0.27254, 3.52581], [0.58549, -0.40704, 4.90252], [2.58903, -1.45203, 0.51323], [3.25074, -0.13360, 0.02637], [3.25672, 1.04041, 1.07126], [4.58355, 1.19349, 1.90966], [3.98214, 1.97414, 3.87239], [2.27355, -2.23091, -0.68622], [0.61721, 0.55320, -3.00643], [2.36857, 0.50304, -3.50836], [1.11605, 0.65904, -4.75901], [1.95596, -1.17214, -5.65935], [-0.19685, -2.50285, -2.88120], [1.40318, -3.30086, -2.81253], [0.97735, -0.66341, -1.34502], [-0.24237, -3.39884, -0.81735], [-1.07814, -1.83322, -0.70233], [0.43532, -3.21246, 1.35305], [-0.64584, -1.98844, 1.47607], [0.85881, -0.23180, 1.05922], [1.56056, -2.28707, 3.26513], [2.59520, -0.83194, 2.92340], [-0.44934, -0.42574, 3.13332], [0.88054, 0.77597, 3.28762], [3.25401, -2.09409, 1.12709], [2.83097, 0.25011, -0.92278], [4.32220, -0.38676, -0.18912], [2.41220, 1.02643, 1.78544], [3.14197, 1.98156, 0.48641], [5.17978, 0.26976, 2.00471], [5.15937, 2.02239, 1.45864], [2.21199, 4.92390, -1.06663], [3.59548, 4.11656, -2.15053], [0.51934, 4.00608, -1.27003], [2.73062, 5.04784, 0.78965], [2.07110, 5.93606, -1.42960], [-3.95674, 0.86791, 2.87829], [-5.03369, -0.26391, 4.01350], [-3.40310, 2.48381, 3.77671], [-2.43188, -0.09467, 2.15254], [-4.57492, 1.16273, 2.03818], [4.21652, -4.30038, -4.68440], [3.16676, -5.38257, -3.46986], [4.82655, -2.67096, -3.83959], [5.68816, -5.30421, -5.42777], [3.56488, -4.01571, -5.50336], [7.50259, 0.07764, -1.18252], [7.45984, -1.79359, -0.69609], [5.95547, 0.57505, -2.23138], [7.71268, 1.21290, 0.36374], [8.37349, 0.22463, -1.81020], [-5.04887, 5.70141, 5.41008], [-5.69040, 6.68343, 3.87483], [-3.11493, 5.69168, 5.49654], [-5.83257, 6.34266, 7.05713], [-5.36614, 4.67257, 5.28572], [-1.22323, 5.21055, 8.96314], [-2.31176, 4.08969, 10.10187], [-0.66557, 6.82531, 9.86713], [0.28559, 4.24004, 8.23540], [-1.84375, 5.51131, 8.12727], [-1.40630, 6.87678, -2.97662], [-3.01242, 6.93038, -1.90322], [-1.76007, 7.33572, -4.82027], [-0.00213, 7.97312, -2.21955], [-1.05032, 5.85388, -2.96537], [-0.84263, -0.97835, -7.50090], [-1.18407, -1.63219, -9.28323], [0.37239, 0.52762, -7.50674], [-2.47961, -0.57075, -6.55429], [-0.35203, -1.77900, -6.95743], [-8.64335, -2.52382, 5.28897], [-10.26530, -2.50452, 6.33751], [-8.96210, -2.00385, 3.45409], [-7.25619, -1.44637, 6.10286], [-8.28386, -3.54299, 5.27373], [7.80853, -8.53980, -4.05838], [6.16568, -8.33180, -3.05744], [7.51335, -8.23176, -5.94377], [9.21816, -7.41319, -3.36417], [8.13231, -9.56684, -3.94095], [-9.03951, 8.18944, 5.49581], [-9.36371, 7.62736, 3.67330], [-7.77866, 9.65295, 5.57930], [-10.68605, 8.60902, 6.41737], [-8.58873, 7.35001, 6.01259], [0.70244, -5.66242, -8.95483], [0.73721, -7.50138, -8.36147], [-0.86266, -5.28498, -10.02553], [0.87631, -4.42998, -7.47001], [1.56722, -5.51618, -9.59069], [5.14782, -6.47967, 0.73234], [5.47232, -4.75904, -0.09552], [3.98825, -7.57686, -0.35831], [6.79402, -7.39099, 1.16913], [4.62751, -6.29266, 1.66361], [-4.47240, -4.06661, 5.53137], [-3.03552, -4.77801, 4.44661], [-6.11313, -5.05994, 5.27959], [-3.97904, -3.95862, 7.39523], [-4.65817, -3.05447, 5.19065], [-6.76710, 6.59527, -4.16768], [-5.78759, 5.00669, -4.67742], [-6.84998, 6.79636, -2.24600], [-6.05637, 8.17773, -5.01975], [-7.78384, 6.47071, -4.51983]], "forces_ev_per_a": [[0.3, -0.6, 0.6], [0.3, -0.4, -1.6], [-0.3, 0.7, 1.2], [0.0, 0.6, 0.8], [-1.3, -0.4, -0.3], [0.4, -0.2, -1.8], [-1.1, 0.4, -0.3], [2.1, 0.7, 1.8], [-0.3, 1.2, -0.6], [0.1, -0.3, -0.4], [0.0, -0.1, -0.4], [-1.2, -0.3, -1.4], [1.1, 0.2, 1.3], [0.4, 0.3, -0.3], [-1.0, 0.6, -0.5], [0.5, -0.4, -0.5], [-0.1, 0.4, 0.2], [0.4, 0.0, -0.5], [-0.7, -0.1, 0.1], [-0.1, -0.4, 0.6], [-0.1, -0.3, 0.0], [0.7, 0.2, -0.1], [-0.2, 0.7, -0.3], [0.4, -0.5, 0.3], [0.1, 0.5, 0.8], [0.6, -0.1, 0.5], [0.4, 0.2, 0.0], [0.2, -0.3, 0.1], [-0.3, -0.8, -0.1], [-0.1, 0.5, -0.2], [-0.5, -0.6, 0.2], [1.2, 0.0, 0.8], [-0.1, -0.6, 0.1], [-0.2, 0.4, -0.5], [-0.1, -0.5, 0.5], [-1.0, 0.1, 0.0], [0.3, -0.1, -0.7], [0.0, -0.5, 0.5], [-0.3, 0.5, 0.2], [0.0, -0.8, 0.4], [0.1, 0.1, 0.0], [-0.2, 0.0, 0.2], [0.2, 0.0, 0.0], [-0.1, -0.1, -0.2], [-0.1, -0.1, 0.0], [-0.4, 0.2, 0.3], [0.2, 0.3, -0.3], [0.0, -0.3, -0.1], [-0.7, 0.2, -0.4], [0.1, -0.1, 0.0], [0.0, 0.0, -0.2], [0.2, 0.1, -0.1], [0.0, -0.2, 0.1], [-0.3, 0.2, 0.2], [0.0, 0.0, 0.1], [0.1, -0.1, 0.0], [-0.1, 0.3, 0.0], [0.2, 0.0, 0.0], [0.1, -0.1, -0.2], [-0.1, 0.0, 0.0], [-0.1, 0.0, 0.0], [0.2, -0.2, 0.3], [-0.1, 0.0, 0.0], [0.1, -0.1, -0.2], [0.1, 0.1, 0.0], [0.0, 0.1, 0.1], [0.2, 0.1, -0.2], [-0.1, -0.2, -0.1], [-0.2, 0.1, 0.1], [0.1, 0.0, 0.1], [-0.1, 0.0, -0.1], [0.2, 0.0, -0.2], [0.0, 0.0, 0.3], [-0.1, -0.1, -0.1], [0.0, 0.1, 0.0], [0.0, -0.2, -0.1], [0.0, 0.3, 0.3], [-0.1, -0.1, -0.1], [0.2, 0.0, -0.1], [0.0, 0.1, 0.0], [-0.3, 0.1, 0.0], [0.3, 0.1, -0.2], [0.1, 0.0, 0.2], [-0.2, -0.2, 0.1], [0.0, 0.1, 0.0], [-0.1, 0.1, 0.0], [0.3, 0.0, 0.0], [0.1, -0.1, 0.1], [-0.2, -0.1, -0.1], [0.0, 0.1, 0.0], [0.0, 0.0, 0.0], [0.0, 0.1, 0.2], [-0.2, -0.2, 0.0], [0.2, 0.0, -0.2], [0.0, 0.1, -0.1], [-0.1, -0.1, -0.1], [0.0, 0.3, 0.0], [0.2, -0.1, 0.2], [0.0, -0.1, 0.0], [-0.1, 0.0, 0.1], [0.1, -0.1, 0.0], [-0.1, -0.2, 0.0], [0.0, 0.1, 0.2], [-0.3, 0.2, -0.1], [0.1, 0.0, -0.1], [-0.1, 0.1, 0.2], [-0.1, 0.0, 0.1], [0.4, -0.1, 0.0], [-0.1, 0.0, -0.3], [0.0, -0.1, 0.0], [0.1, 0.1, 0.0], [-0.1, 0.2, 0.1], [0.0, 0.0, -0.2], [-0.1, -0.2, 0.1], [0.1, 0.0, 0.0]]}

| no. | E (Eh) | orbital gap (Eh) | HOMO (eV) |
| --- | --- | --- | --- |
| 1 | -13888.43592 | 0.087 | -7.58 |
| 2 | -117464.09964 | 0.304 | -11.36 |